{"formula": "C39H33IN3O2PPdS2", "method": "ωB97M-V/def2-TZVPD", "elements": ["Pd", "C", "C", "N", "N", "C", "S", "S", "C", "C", "C", "C", "C", "C", "C", "C", "C", "C", "C", "C", "C", "O", "H", "H", "H", "H", "H", "H", "H", "H", "H", "H", "H", "H", "H", "H", "O", "P", "C", "C", "C", "C", "C", "C", "C", "C", "C", "C", "C", "C", "C", "C", "C", "C", "C", "C", "H", "H", "H", "H", "H", "H", "H", "H", "H", "H", "H", "H", "H", "H", "H", "I", "C", "C", "C", "C", "N", "C", "H", "H", "H", "H"], "positions_angstrom": [[-0.3943, -0.4419, -1.1025], [0.5531, 0.1831, 3.3146], [0.9570, -0.4223, 1.9819], [0.0399, -0.9738, 1.2476], [-1.1592, -1.1828, 1.8467], [-2.2832, -0.8262, 1.3732], [-2.7874, 0.1695, 0.0984], [-3.7033, -1.4413, 2.2987], [-2.9670, -2.1955, 3.8211], [-2.7598, -3.6547, 3.6397], [-3.8274, -4.5429, 3.7425], [-3.6375, -5.8980, 3.5501], [-2.3744, -6.3888, 3.2604], [-1.3116, -5.5100, 3.1285], [-1.5010, -4.1527, 3.3137], [2.3461, -0.3425, 1.5914], [3.3266, -0.0606, 2.5433], [4.6500, 0.1430, 2.2147], [5.0365, 0.1088, 0.8776], [4.1139, -0.1853, -0.0893], [2.7480, -0.4987, 0.2124], [1.9839, -0.9086, -0.7030], [-0.4662, 0.5588, 3.2263], [1.2036, 1.0087, 3.5903], [0.5690, -0.5743, 4.1057], [-3.6777, -1.9724, 4.6182], [-2.0259, -1.6695, 3.9716], [-4.8128, -4.1548, 3.9633], [-4.4778, -6.5766, 3.6279], [-2.2215, -7.4530, 3.1363], [-0.3286, -5.8881, 2.8837], [-0.6807, -3.4614, 3.1889], [3.0602, -0.0309, 3.5927], [5.3790, 0.3382, 2.9914], [6.0757, 0.2888, 0.6090], [4.4103, -0.2415, -1.1313], [0.0309, 1.9214, 0.4902], [0.0921, 2.4126, -0.8904], [0.1423, 1.2242, -2.2834], [-1.1111, 0.8348, -2.8478], [-1.1429, 0.1969, -4.0892], [0.0296, -0.1178, -4.7539], [1.2540, 0.2118, -4.1810], [1.3186, 0.8917, -2.9795], [-1.3148, 3.4587, -1.3737], [-2.4092, 3.5588, -0.5280], [-3.5082, 4.3102, -0.9078], [-3.5025, 4.9852, -2.1183], [-2.4089, 4.8835, -2.9667], [-1.3290, 4.1015, -2.6076], [1.5540, 3.4885, -1.0905], [2.7513, 2.8786, -0.7297], [3.9449, 3.5662, -0.8140], [3.9541, 4.8869, -1.2365], [2.7577, 5.5141, -1.5478], [1.5621, 4.8218, -1.4765], [-2.0369, 1.2175, -2.4152], [-2.0976, -0.0428, -4.5420], [-0.0068, -0.6253, -5.7115], [2.1739, -0.0489, -4.6876], [2.2813, 1.1769, -2.5765], [-2.3913, 3.0079, 0.4018], [-4.3742, 4.3649, -0.2619], [-4.3583, 5.5807, -2.4125], [-2.4090, 5.4077, -3.9152], [-0.4918, 3.9709, -3.2808], [2.7282, 1.8559, -0.3787], [4.8665, 3.0711, -0.5464], [4.8857, 5.4359, -1.3072], [2.7539, 6.5561, -1.8462], [0.6338, 5.3242, -1.7119], [2.7915, -4.1172, -1.0716], [0.7850, -3.4591, -1.0523], [-0.0504, -3.8543, -0.0249], [-1.3748, -3.4404, -0.0955], [-1.7713, -2.6522, -1.1655], [-0.9541, -2.2849, -2.1704], [0.3207, -2.6963, -2.1050], [0.3031, -4.4462, 0.8057], [-2.0676, -3.7060, 0.6909], [-2.8097, -2.3535, -1.2821], [0.9534, -2.4192, -2.9417]], "mulliken_charge": [0.043, -2.360, 0.337, 1.361, -0.771, 0.099, -0.428, -0.198, -0.908, 0.554, -0.422, -0.476, -0.526, -0.553, -0.097, 0.786, -0.997, -0.841, -0.451, -0.428, -0.582, 0.320, 0.512, 0.550, 0.329, 0.585, 0.068, 0.366, 0.354, 0.362, 0.428, 0.342, 0.404, 0.344, 0.418, 0.367, -0.770, 2.094, -0.262, 0.751, -1.140, -0.517, -0.895, 0.145, -0.151, -0.327, -0.757, -0.407, -0.845, -0.367, 0.389, -0.543, -0.717, -0.566, -0.605, -0.691, 0.426, 0.379, 0.301, 0.361, 0.001, 0.452, 0.408, 0.365, 0.368, 0.620, 0.167, 0.486, 0.350, 0.390, 0.394, -0.038, -0.521, 0.169, -0.531, -0.372, -0.823, 0.124, 0.376, 0.339, 0.518, 0.578], "homo_ev": -0.544, "multiplicity": 1, "energy_ha": -3384.04083, "total_charge": -2, "homo_lumo_gap_ha": 0.169}

{"formula": "C39H34BFMoN4O5", "method": "ωB97M-V/def2-TZVPD", "elements": ["Mo", "C", "C", "C", "C", "N", "C", "C", "C", "C", "C", "C", "N", "C", "C", "C", "C", "C", "N", "H", "H", "H", "H", "H", "H", "H", "H", "H", "H", "H", "C", "C", "C", "C", "C", "C", "C", "F", "C", "C", "C", "O", "C", "C", "N", "C", "C", "O", "O", "H", "H", "H", "H", "H", "H", "H", "H", "H", "H", "H", "C", "C", "C", "C", "C", "C", "C", "C", "O", "B", "O", "C", "C", "H", "H", "H", "H", "H", "H", "H", "H", "H", "H", "H", "H"], "positions_angstrom": [[-1.1325, 0.2594, -1.9267], [-4.6973, 2.7126, -1.9850], [-4.5835, 3.3762, -3.2132], [-3.6117, 2.9887, -4.0990], [-2.7359, 1.9663, -3.7480], [-2.7962, 1.3709, -2.5206], [-3.8014, 1.7293, -1.6740], [-1.7151, 1.3908, -4.5886], [-1.4391, 1.6490, -5.9155], [-0.5025, 0.8715, -6.5810], [0.0949, -0.1995, -5.9255], [-0.2000, -0.4250, -4.6010], [-1.0447, 0.4125, -3.9249], [0.1561, -1.5685, -3.7844], [1.0853, -2.5505, -4.0967], [1.2116, -3.6423, -3.2705], [0.3726, -3.7700, -2.1574], [-0.5036, -2.7615, -1.8758], [-0.5928, -1.6354, -2.6383], [-5.4746, 2.9720, -1.2779], [-5.2694, 4.1742, -3.4702], [-3.5216, 3.4619, -5.0686], [-3.8628, 1.1861, -0.7431], [-1.9693, 2.4352, -6.4377], [-0.2766, 1.0653, -7.6219], [0.7496, -0.8764, -6.4607], [1.6970, -2.4483, -4.9840], [1.9391, -4.4125, -3.4950], [0.4087, -4.6431, -1.5189], [-1.1926, -2.8301, -1.0480], [-2.2887, 3.3741, 5.3965], [-2.0403, 4.3374, 4.2510], [-3.2154, 5.2723, 4.0331], [-2.8977, 6.2821, 2.9464], [-2.4743, 5.5759, 1.6803], [-2.6147, 6.1788, 0.4554], [-2.2648, 5.5071, -0.7177], [-2.4242, 6.1379, -1.8805], [-1.7941, 4.2328, -0.7062], [-1.6453, 3.5905, 0.5312], [-1.1931, 2.2310, 0.5740], [-1.0062, 1.5939, -0.5322], [-0.9568, 1.6571, 1.8197], [-1.2437, 2.3995, 2.9608], [-1.7566, 3.6111, 2.9466], [-1.9634, 4.2609, 1.7224], [-0.3236, 0.3353, 2.0857], [-0.0080, -0.0272, 3.1797], [-0.0228, -0.4182, 0.9933], [-2.6354, 3.9538, 6.2507], [-1.3933, 2.8425, 5.7194], [-3.0657, 2.6477, 5.1430], [-1.1522, 4.9348, 4.4632], [-3.4280, 5.7775, 4.9747], [-4.1003, 4.6846, 3.7662], [-2.0971, 6.9467, 3.2826], [-3.7613, 6.9118, 2.7355], [-3.0039, 7.1902, 0.3876], [-1.5294, 3.7322, -1.6251], [-1.0274, 1.9606, 3.9236], [6.3761, -4.5299, 1.0172], [5.2806, -5.4481, 1.5600], [5.1726, -6.6746, 0.6386], [5.6749, -5.9007, 2.9726], [3.9165, -4.7410, 1.6188], [2.7902, -5.4433, 2.0750], [1.5171, -4.8780, 2.1530], [1.4123, -3.5683, 1.7545], [0.2781, -2.7420, 1.7310], [0.7767, -1.5526, 1.2721], [2.1107, -1.5637, 0.9771], [2.5025, -2.8676, 1.3054], [3.7625, -3.4104, 1.2209], [7.3190, -5.0783, 0.9791], [6.5294, -3.6560, 1.6576], [6.1550, -4.1863, 0.0012], [6.1584, -7.1278, 0.5006], [4.7878, -6.3912, -0.3466], [4.5103, -7.4384, 1.0551], [6.6546, -6.3860, 2.9486], [4.9585, -6.6155, 3.3854], [5.7338, -5.0471, 3.6536], [2.9073, -6.4723, 2.3949], [0.6600, -5.4412, 2.5047], [4.5911, -2.8135, 0.8606]], "mulliken_spin": [2.480, -0.008, -0.022, -0.013, 0.035, 0.015, -0.017, -0.098, 0.045, -0.089, 0.046, -0.031, -0.098, -0.084, -0.017, -0.015, -0.006, -0.063, -0.002, 0.000, -0.001, -0.002, -0.021, 0.002, -0.002, 0.003, -0.003, -0.001, 0.000, -0.026, 0.000, -0.002, 0.000, 0.000, 0.000, 0.001, 0.003, 0.000, -0.012, 0.014, -0.034, 0.016, -0.010, 0.000, 0.014, -0.002, -0.005, 0.005, -0.004, 0.000, 0.000, 0.000, 0.000, 0.000, 0.000, 0.000, 0.000, 0.000, 0.008, 0.000, 0.000, 0.000, 0.000, 0.000, 0.000, 0.000, 0.000, -0.001, -0.002, 0.002, -0.002, -0.001, 0.001, 0.000, 0.000, 0.000, 0.000, 0.000, 0.000, 0.000, 0.000, 0.000, 0.000, 0.000, 0.000], "homo_ev": [-12.602, -11.599], "s2": 2.313, "multiplicity": 3, "energy_ha": -2294.43146, "total_charge": 2, "homo_lumo_gap_ha": [0.240, 0.200]}

{"formula": "C39H34FeN7O4S2", "method": "ωB97M-V/def2-TZVPD", "elements": ["Fe", "C", "N", "C", "C", "C", "C", "C", "C", "N", "C", "C", "C", "C", "C", "C", "N", "C", "C", "C", "C", "C", "N", "H", "H", "H", "H", "H", "H", "H", "H", "H", "H", "H", "H", "H", "H", "H", "H", "H", "H", "O", "S", "O", "O", "C", "N", "C", "C", "C", "N", "C", "C", "C", "N", "C", "C", "H", "H", "H", "H", "H", "H", "O", "S", "C", "C", "C", "C", "C", "C", "C", "C", "C", "C", "C", "C", "H", "H", "H", "H", "H", "H", "H", "H", "H", "H"], "positions_angstrom": [[-15.0408, 14.0015, -5.7514], [-13.7540, 12.1424, -7.9603], [-14.5770, 11.9200, -6.7451], [-15.9620, 11.4469, -7.1690], [-16.7972, 12.5946, -7.6874], [-17.6121, 12.3320, -8.7812], [-18.4813, 13.3607, -9.1502], [-18.4317, 14.5624, -8.4523], [-17.5770, 14.7145, -7.4032], [-16.7146, 13.7644, -7.0273], [-13.9179, 11.0999, -5.7733], [-12.7956, 11.8656, -5.1463], [-11.6999, 11.2783, -4.5602], [-10.7545, 12.0394, -3.9369], [-11.0705, 13.3758, -3.6413], [-12.2026, 13.9147, -4.1636], [-13.0494, 13.2000, -4.9818], [-13.9788, 13.5795, -8.5206], [-14.0365, 13.8767, -9.8926], [-13.9730, 15.1645, -10.3742], [-13.9902, 16.1690, -9.4823], [-14.1189, 15.8447, -8.1293], [-14.0835, 14.5809, -7.6644], [-13.8970, 11.2921, -8.7347], [-12.7331, 12.1141, -7.6973], [-16.4357, 11.0950, -6.2897], [-15.8701, 10.6852, -7.8743], [-17.6073, 11.3788, -9.3642], [-19.1850, 13.2710, -10.0275], [-19.0596, 15.3707, -8.7375], [-17.5334, 15.7119, -7.0679], [-13.6253, 10.0996, -6.1997], [-14.6409, 10.7704, -4.9943], [-11.4755, 10.2346, -4.7077], [-9.7684, 11.7078, -3.7102], [-10.3903, 13.9694, -3.0237], [-12.4017, 14.9456, -4.0304], [-14.1894, 13.0556, -10.6003], [-13.8620, 15.3266, -11.4363], [-13.9740, 17.2628, -9.7626], [-14.2159, 16.5803, -7.3412], [-20.1358, 6.8861, 2.8443], [-18.9332, 6.3427, 2.3821], [-19.0014, 5.2918, 1.4230], [-17.6559, 6.5950, 2.9650], [-19.1737, 9.1638, 0.0313], [-18.4328, 8.1336, 0.4321], [-17.2663, 7.9427, -0.2334], [-16.8296, 8.8326, -1.2066], [-17.7027, 9.8629, -1.4693], [-18.9060, 10.0520, -0.8207], [-17.3004, 10.9366, -2.4320], [-18.0091, 11.4137, -3.5417], [-17.4044, 12.3776, -4.3255], [-16.1347, 12.8646, -4.1522], [-15.4972, 12.4735, -3.0506], [-16.0163, 11.5101, -2.1996], [-16.6625, 7.0641, 0.0214], [-15.9133, 8.7232, -1.6858], [-19.0240, 11.0760, -3.8505], [-17.9547, 12.7649, -5.1360], [-14.5889, 12.9466, -2.7584], [-15.3373, 11.2108, -1.3551], [-15.0975, 15.7876, -4.9894], [-16.3797, 16.4884, -4.4414], [-16.1050, 16.6643, -2.6878], [-15.3695, 17.7111, -2.1418], [-15.1659, 17.6980, -0.7512], [-15.6254, 16.6687, 0.1043], [-16.3421, 15.6809, -0.5006], [-16.6433, 15.6136, -1.8499], [-16.1697, 18.1559, -4.8851], [-17.2368, 19.0375, -4.5783], [-17.0227, 20.3776, -4.7868], [-15.8320, 20.8772, -5.3443], [-14.8673, 19.9817, -5.6659], [-15.0118, 18.6242, -5.4472], [-14.9497, 18.5975, -2.6157], [-14.6134, 18.5690, -0.3200], [-15.5968, 16.6603, 1.1767], [-16.8174, 14.8452, 0.0695], [-17.2406, 14.7690, -2.3120], [-18.2643, 18.7582, -4.3560], [-17.8148, 21.0298, -4.4524], [-15.6175, 21.9689, -5.3241], [-13.9252, 20.2971, -6.0565], [-14.1078, 17.9486, -5.7480]], "mulliken_spin": [3.837, 0.023, 0.029, 0.004, -0.015, 0.003, -0.005, 0.003, 0.002, -0.006, 0.005, 0.007, 0.004, -0.004, 0.005, 0.005, 0.008, -0.014, 0.000, -0.001, 0.002, -0.005, 0.022, 0.001, -0.001, -0.001, 0.001, 0.000, 0.000, 0.000, 0.003, 0.001, -0.001, 0.000, 0.000, 0.000, 0.000, 0.000, 0.000, 0.000, 0.006, 0.001, -0.002, 0.001, 0.000, 0.951, -0.015, 0.059, -0.023, 0.056, -0.052, 0.010, 0.005, 0.024, -0.033, 0.019, 0.003, 0.001, 0.001, 0.001, 0.001, 0.001, 0.002, 0.050, 0.013, 0.003, -0.001, 0.000, 0.001, 0.000, 0.001, 0.004, -0.001, 0.001, 0.000, 0.001, 0.002, 0.000, 0.000, 0.000, 0.000, 0.000, 0.000, 0.000, 0.000, 0.000, 0.000], "homo_ev": [-13.284, -13.514], "s2": 8.768, "multiplicity": 6, "energy_ha": -4250.31724, "total_charge": 2, "homo_lumo_gap_ha": [0.295, 0.300]}

Number 2 is which compound? C39H34BFMoN4O5